DFT (ωB97M-V with the def2-TZVPD basis set) results for a cluster of 2 separate species, C2H4N2O in total at a distorted geometry.

ORCA input file:
```
! wB97M-V def2-TZVPD RIJCOSX def2/J DEFGRID3
* xyz 0 1
C -0.495 -1.444 -0.104
C 1.547 -0.157 -0.198
N 0.766 -1.067 -0.029
N -0.884 1.381 0.104
O 2.307 0.688 -0.352
H -1.297 -0.597 -0.165
H -0.713 -2.329 0.290
H -0.463 1.894 -0.648
H -0.768 1.630 1.104
*
```

Properties
Kohn-Sham gap (alpha / beta) in eV: 10.741 / 6.211
ΔE to the lowest compared entry with this formula, charge and spin in kcal per mole: 104.99
E in Eh: -263.1960
Lowest unoccupied orbital energy (alpha / beta) in Eh: 0.0110 / -0.0445

Atomic partial charges in e from the Löwdin method, atoms 1 to 6: number 1, C, carries -0.047; number 2, C, carries -0.346; number 3, N, carries 0.042; number 4, N, carries 0.106; number 5, O, carries 0.166; number 6, H, carries 0.062